No. 1
ORCA calculation (wB97M-V/def2-TZVPD) on a gas-phase ion, C3H6NO (charge +1) in a non-equilibrium geometry.

The orbital gap (alpha / beta) is 6.28 / 8.23 eV. For the relative energy (zero: lowest compared OMol25 entry of this formula, charge and spin), the calculation gives 74.1 kcal per mole. Its charge is +1. Its spin multiplicity is 3. The expectation value of S² is 2.01.

Structure (XYZ):
```
11
Properties=species:S:1:pos:R:3:lowdin_spin:R:1
C 2.28 -0.06 -0.28 0.8602
C 1.22 -0.10 0.33 0.8338
C -0.30 -0.18 0.60 0.0986
N -0.96 0.91 -0.17 0.0107
O -0.78 -1.39 -0.19 0.1190
H 3.17 -0.13 -0.80 0.0521
H -0.76 -0.22 1.54 0.0141
H -0.24 1.48 -0.50 0.0044
H -1.77 1.43 0.15 0.0022
H -1.21 0.43 -1.07 0.0015
H -0.66 -2.14 0.41 0.0034
```

=====

No. 2
ORCA calculation (wB97M-V/def2-TZVPD) on a gas-phase ion, C3H6NO2 (charge -1).

The SMILES is CC(=O)NC[O-]. The orbital gap is 7.44 eV. For the relative energy (zero: lowest compared OMol25 entry of this formula, charge and spin), the calculation gives 28.2 kcal per mole. Its charge is -1. Its spin multiplicity is 1.

Structure (XYZ):
```
12
Properties=species:S:1:pos:R:3:nbo_charge:R:1
O 1.23 -1.90 -0.55 -0.7019
C 0.47 -0.94 -0.38 0.6903
N 0.89 0.34 -0.46 -0.6735
C 0.22 1.48 0.36 0.1547
O 0.02 1.21 1.61 -0.9031
C -1.00 -1.13 -0.10 -0.7207
H 1.91 0.36 -0.38 0.3630
H -0.67 1.73 -0.28 0.0511
H 0.93 2.29 0.15 0.0700
H -1.53 -0.20 -0.29 0.2193
H -1.41 -1.96 -0.67 0.2018
H -1.06 -1.28 0.98 0.2490
```

=====

No. 3
ORCA calculation (wB97M-V/def2-TZVPD) on 2 unconnected molecules or ions with the total composition C3H6NO2 in a non-equilibrium geometry.

The orbital gap is 8.40 eV. For the relative energy (zero: lowest compared OMol25 entry of this formula, charge and spin), the calculation gives 17.5 kcal per mole. Its charge is -1. Its spin multiplicity is 1.

Structure (XYZ):
```
12
Properties=species:S:1:pos:R:3:nbo_charge:R:1
C 1.27 1.51 1.68 -0.6072
C 0.59 0.39 1.38 0.0511
N -0.45 0.30 0.49 -0.8318
H 0.98 2.43 1.19 0.1736
H 2.08 1.51 2.40 0.1842
H 1.00 -0.58 1.67 0.1753
H -0.54 1.16 -0.04 0.3535
H -0.40 -0.48 -0.21 0.4396
O -0.26 -1.89 -1.28 -0.7938
C -1.13 -1.56 -2.13 0.6306
O -1.74 -0.48 -2.23 -0.7756
H -1.40 -2.32 -2.91 0.0006
```

=====

No. 4
ORCA calculation (wB97M-V/def2-TZVPD) on a gas-phase ion, C3H6NO2 (charge -1) in a non-equilibrium geometry.

The SMILES is CCNC(=O)[O-]. The orbital gap is 7.90 eV. For the relative energy (zero: lowest compared OMol25 entry of this formula, charge and spin), the calculation gives 24.8 kcal per mole. Its charge is -1. Its spin multiplicity is 1.

Structure (XYZ):
```
12
Properties=species:S:1:pos:R:3:nbo_charge:R:1
C 0.42 0.45 -0.13 -0.2114
N -0.86 -0.31 0.09 -0.7385
C -2.00 -0.22 -0.94 0.8840
O -1.60 0.41 -2.03 -0.8421
O -3.03 -0.88 -0.70 -0.7711
C 1.57 -0.04 0.83 -0.6310
H 0.73 0.28 -1.12 0.1955
H 0.23 1.57 -0.24 0.1732
H -1.01 -0.68 0.95 0.3522
H 1.54 -1.06 1.11 0.2020
H 1.44 0.43 1.87 0.1870
H 2.56 0.05 0.32 0.2002
```

=====

No. 5
ORCA calculation (wB97M-V/def2-TZVPD) on a molecular structure, C3H6NO2 in a non-equilibrium geometry.

The orbital gap is 11.44 eV. For the relative energy (zero: lowest compared OMol25 entry of this formula, charge and spin), the calculation gives 61.1 kcal per mole. Its charge is +1. Its spin multiplicity is 1.

Structure (XYZ):
```
12
Properties=species:S:1:pos:R:3:nbo_charge:R:1
C -0.77 -0.09 1.45 0.7634
C -1.36 -0.54 0.12 -0.4018
C 0.13 0.68 -0.37 0.2144
N 1.36 0.00 -0.75 -0.7439
O -1.24 -0.13 2.52 -0.4158
O 0.29 0.74 1.00 -0.5190
H -1.35 -1.44 -0.30 0.2263
H -2.29 -0.13 -0.19 0.2571
H -0.04 1.51 -1.00 0.2242
H 1.69 -0.48 0.16 0.4770
H 2.18 0.59 -1.12 0.4596
H 1.40 -0.72 -1.52 0.4586
```

=====

No. 6
ORCA calculation (wB97M-V/def2-TZVPD) on a gas-phase ion, C3H6NO2 (charge +1) in a non-equilibrium geometry.

The orbital gap is 10.06 eV. For the relative energy (zero: lowest compared OMol25 entry of this formula, charge and spin), the calculation gives 151.7 kcal per mole. Its charge is +1. Its spin multiplicity is 1.

Structure (XYZ):
```
12
Properties=species:S:1:pos:R:3:nbo_charge:R:1
C 0.27 -2.03 0.27 0.5883
C 1.14 0.23 -1.01 -0.0516
C -1.29 1.27 0.07 -0.3056
N 0.49 -0.46 -0.12 -0.0640
O 0.75 -2.45 1.27 -0.5949
O -0.65 0.06 0.40 -0.3375
H 0.85 1.27 -1.40 0.2686
H 1.92 -0.40 -1.46 0.2404
H -2.28 1.20 0.61 0.2543
H -1.48 1.37 -1.08 0.2031
H -0.96 2.22 0.38 0.2157
H 1.24 -2.29 2.08 0.5831
```

=====

No. 7
ORCA calculation (wB97M-V/def2-TZVPD) on a molecular structure, C3H6NO3 in a non-equilibrium geometry.

The orbital gap is 9.70 eV. For the relative energy (zero: lowest compared OMol25 entry of this formula, charge and spin), the calculation gives 49.2 kcal per mole. Its charge is +1. Its spin multiplicity is 1.

Structure (XYZ):
```
13
Properties=species:S:1:pos:R:3:nbo_charge:R:1
C -0.79 1.06 0.81 0.7491
C -0.14 -0.81 1.30 -0.1662
C 0.55 0.33 0.58 0.3690
N 1.67 0.58 0.06 -0.5746
O -1.20 2.00 0.29 -0.4078
O -1.25 0.03 1.50 -0.4238
O -0.75 -0.38 -2.07 -0.9842
H -0.39 -1.69 0.57 0.2591
H 0.27 -1.30 2.32 0.2789
H -1.22 -1.25 -2.03 0.4882
H 2.41 -0.09 0.01 0.4428
H 1.92 1.45 -0.47 0.4666
H -1.09 0.07 -2.87 0.5028
```

=====

No. 8
ORCA calculation (wB97M-V/def2-TZVPD) on 2 unconnected molecules or ions with the total composition C3H6NO4 in a non-equilibrium geometry.

The orbital gap is 8.43 eV. For the relative energy (zero: lowest compared OMol25 entry of this formula, charge and spin), the calculation gives 68.1 kcal per mole. Its charge is -1. Its spin multiplicity is 1.

Structure (XYZ):
```
14
Properties=species:S:1:pos:R:3:nbo_charge:R:1
O 1.83 -2.26 0.30 -0.5632
C 0.88 -1.51 0.35 0.4379
C 0.75 -0.19 0.96 -0.3841
N -0.61 0.20 0.55 -0.7372
C -1.01 1.65 0.73 0.8868
O -2.28 1.65 0.79 -0.7851
O -0.05 2.43 0.75 -0.7606
H -0.13 -1.84 -0.16 0.0942
H 1.13 -0.07 2.04 0.2052
H 1.50 0.61 0.50 0.2600
H -1.25 -0.43 0.92 0.3558
H 0.38 -0.26 -2.87 0.4436
H -0.69 0.02 -1.92 0.4971
O -0.45 0.00 -2.93 -0.9504
```

=====

No. 9
ORCA calculation (wB97M-V/def2-TZVPD) on 2 unconnected molecules or ions with the total composition C3H6NO4P in a non-equilibrium geometry.

The orbital gap is 6.26 eV. For the relative energy (zero: lowest compared OMol25 entry of this formula, charge and spin), the calculation gives 55.6 kcal per mole. Its charge is -2. Its spin multiplicity is 1.

Structure (XYZ):
```
15
Properties=species:S:1:pos:R:3:nbo_charge:R:1
C 1.86 1.15 0.01 -0.6187
C -1.82 -0.58 -0.24 -0.5157
C 2.38 -0.22 0.07 -0.1770
N 3.61 -0.46 0.17 -0.1281
O -3.85 0.54 1.39 -1.1573
O -4.37 0.49 -1.13 -1.1561
O 4.10 -1.67 0.30 -0.7393
O -2.98 -1.55 0.00 -0.8498
P -3.55 0.04 0.04 2.3138
H 1.23 1.42 0.89 0.1950
H 2.72 2.05 0.12 0.1680
H 1.47 1.51 -0.99 0.1845
H -1.36 -0.83 -1.28 0.1741
H -1.05 -0.78 0.58 0.1910
H 1.61 -1.09 0.08 0.1157
```

=====

No. 10
ORCA calculation (wB97M-V/def2-TZVPD) on C3H6NOP in the gas phase in a non-equilibrium geometry.

The SMILES is [H]/N=C(\P)C(C)=O. The orbital gap is 9.23 eV. For the relative energy (zero: lowest compared OMol25 entry of this formula, charge and spin), the calculation gives 52.4 kcal per mole. Its charge is 0. Its spin multiplicity is 1.

Structure (XYZ):
```
12
Properties=species:S:1:pos:R:3:nbo_charge:R:1
C 0.63 -0.65 0.05 0.6069
C -0.51 0.48 -0.71 -0.0505
C 1.34 -0.06 1.21 -0.7578
N -0.27 1.61 -0.23 -0.6551
O 0.54 -1.73 -0.38 -0.5435
P -1.79 -0.42 -1.64 0.2475
H 1.72 -0.92 1.76 0.2516
H 2.26 0.20 0.75 0.2532
H 0.96 0.83 1.51 0.2721
H -0.84 2.42 -0.50 0.3444
H -1.37 -1.70 -1.09 0.0500
H -2.68 -0.08 -0.73 -0.0188
```

=====

No. 11
ORCA calculation (wB97M-V/def2-TZVPD) on C3H6NPS in the gas phase in a non-equilibrium geometry.

The SMILES is CP(C)(=S)C#N. The orbital gap is 10.25 eV. For the relative energy (zero: lowest compared OMol25 entry of this formula, charge and spin), the calculation gives 0.3 kcal per mole. Its charge is 0. Its spin multiplicity is 1.

Structure (XYZ):
```
12
Properties=species:S:1:pos:R:3:nbo_charge:R:1
C 1.42 1.50 -0.04 -0.0336
C -0.49 -0.20 -1.42 -0.9781
C -0.68 -0.26 1.44 -0.9254
N 1.87 2.53 0.01 -0.3465
P 0.55 -0.37 0.03 1.2322
S 1.74 -1.83 -0.08 -0.4561
H -0.78 0.83 -1.56 0.2540
H 0.31 -0.46 -2.12 0.2585
H -1.30 -0.87 -1.38 0.2476
H -0.09 -0.32 2.36 0.2536
H -1.28 0.60 1.41 0.2460
H -1.26 -1.17 1.35 0.2476
```

=====

No. 12
ORCA calculation (wB97M-V/def2-TZVPD) on a gas-phase ion, C3H6NS (charge +1) in a non-equilibrium geometry.

The orbital gap is 7.89 eV. For the relative energy (zero: lowest compared OMol25 entry of this formula, charge and spin), the calculation gives 36.4 kcal per mole. Its charge is +1. Its spin multiplicity is 1.

Structure (XYZ):
```
11
Properties=species:S:1:pos:R:3:nbo_charge:R:1
C 1.42 -0.03 -0.61 -0.2227
C -2.03 0.76 0.09 -0.3700
C 0.21 -0.34 0.18 -0.2574
N 1.16 -1.34 -0.03 -0.5732
S -1.53 -0.72 -0.32 0.7995
H 1.43 -0.01 -1.68 0.2356
H 2.14 0.53 0.03 0.2283
H -1.69 1.68 0.54 0.2747
H -3.10 0.91 -0.10 0.2501
H 0.23 0.23 1.24 0.2404
H 1.76 -1.67 0.65 0.3948
```

=====

No. 13
ORCA calculation (wB97M-V/def2-TZVPD) on a molecular structure, C3H6NiO3 in a non-equilibrium geometry.

The orbital gap (alpha / beta) is 7.96 / 6.16 eV. For the relative energy (zero: lowest compared OMol25 entry of this formula, charge and spin), the calculation gives 26.3 kcal per mole. Its charge is +2. Its spin multiplicity is 3. The expectation value of S² is 2.00.

Structure (XYZ):
```
13
Properties=species:S:1:pos:R:3:lowdin_spin:R:1
H 0.96 1.14 0.16 -0.0006
O 1.92 -1.60 0.01 0.0886
C 1.63 -0.52 0.46 0.0039
O 2.22 0.55 -0.02 0.1272
Ni 3.76 -0.08 -0.78 1.7552
O 0.36 0.04 0.65 0.0228
C -0.81 -0.45 -0.10 0.0017
C -1.91 0.55 0.08 -0.0001
H -1.03 -1.44 0.33 0.0008
H -0.50 -0.55 -1.15 0.0005
H -2.02 0.83 1.14 0.0000
H -2.85 0.08 -0.25 0.0000
H -1.74 1.45 -0.52 0.0000
```

=====

No. 14
ORCA calculation (wB97M-V/def2-TZVPD) on C3H6O in the gas phase.

The SMILES is C[C@H]1CO1. The orbital gap is 11.51 eV. For the relative energy (zero: lowest compared OMol25 entry of this formula, charge and spin), the calculation gives 29.2 kcal per mole. Its charge is 0. Its spin multiplicity is 1.

Structure (XYZ):
```
10
Properties=species:S:1:pos:R:3:nbo_charge:R:1
C 0.64 -0.63 -0.88 -0.6348
C 0.37 0.30 0.27 0.0535
C -0.99 0.58 0.74 -0.1126
O -0.16 -0.34 1.43 -0.4914
H 1.34 -1.41 -0.58 0.2227
H 1.05 -0.11 -1.75 0.2149
H -0.29 -1.13 -1.18 0.2127
H 1.09 1.10 0.47 0.1777
H -1.21 1.49 1.30 0.1814
H -1.83 0.15 0.18 0.1760
```

=====

No. 15
ORCA calculation (wB97M-V/def2-TZVPD) on C3H6O in the gas phase in a non-equilibrium geometry.

The SMILES is C1COC1. The orbital gap is 10.98 eV. For the relative energy (zero: lowest compared OMol25 entry of this formula, charge and spin), the calculation gives 53.3 kcal per mole. Its charge is 0. Its spin multiplicity is 1.

Structure (XYZ):
```
10
Properties=species:S:1:pos:R:3:nbo_charge:R:1
C -0.08 0.77 -0.22 -0.4511
C -0.98 -0.45 0.10 -0.0797
C 1.07 -0.25 0.08 -0.0806
H -0.12 0.98 -1.37 0.2137
H -0.13 1.83 0.37 0.2101
H -1.26 -0.54 1.22 0.1722
H -2.03 -0.48 -0.53 0.1869
H 2.05 -0.33 -0.52 0.1948
H 1.36 -0.20 1.18 0.1679
O 0.12 -1.33 -0.30 -0.5342
```

=====

No. 16
ORCA calculation (wB97M-V/def2-TZVPD) on C3H6O in the gas phase in a non-equilibrium geometry.

The SMILES is C=C(C)O. The orbital gap is 9.71 eV. For the relative energy (zero: lowest compared OMol25 entry of this formula, charge and spin), the calculation gives 46.5 kcal per mole. Its charge is 0. Its spin multiplicity is 1.

Structure (XYZ):
```
10
Properties=species:S:1:pos:R:3:nbo_charge:R:1
C 1.04 -0.98 -0.28 -0.5670
C -0.01 -0.13 0.02 0.3602
O -0.74 -0.26 1.18 -0.6897
C -0.38 1.17 -0.92 -0.6942
H 1.86 -0.56 -0.75 0.2003
H 1.22 -1.96 0.12 0.2085
H 0.03 -0.31 1.78 0.4927
H 0.25 2.02 -0.48 0.2191
H 0.13 1.02 -1.92 0.2249
H -1.48 1.58 -1.03 0.2452
```

=====

No. 17
ORCA calculation (wB97M-V/def2-TZVPD) on 2 unconnected molecules or ions with the total composition C3H6O in a non-equilibrium geometry.

The orbital gap (alpha / beta) is 8.62 / 9.01 eV. For the relative energy (zero: lowest compared OMol25 entry of this formula, charge and spin), the calculation gives 128.1 kcal per mole. Its charge is 0. Its spin multiplicity is 1.

Structure (XYZ):
```
10
Properties=species:S:1:pos:R:3:nbo_charge:R:1
C 1.46 0.05 0.55 -0.1818
C 0.52 0.50 -0.47 0.1221
C -1.83 -0.38 0.01 -0.6149
O 1.27 -0.50 -0.79 -0.4641
H 2.42 0.53 0.55 0.1817
H 1.20 -0.51 1.47 0.2010
H 0.58 1.43 -1.10 0.1744
H -1.81 -1.48 0.17 0.2011
H -1.94 -0.13 -1.05 0.1812
H -1.86 0.48 0.66 0.1994
```

=====

No. 18
ORCA calculation (wB97M-V/def2-TZVPD) on C3H6O in the gas phase in a non-equilibrium geometry.

The SMILES is C=COC. The orbital gap is 9.86 eV. For the relative energy (zero: lowest compared OMol25 entry of this formula, charge and spin), the calculation gives 34.6 kcal per mole. Its charge is 0. Its spin multiplicity is 1.

Structure (XYZ):
```
10
Properties=species:S:1:pos:R:3:nbo_charge:R:1
C -1.76 0.09 0.07 -0.2346
C 0.62 0.32 -0.05 0.1451
C 1.91 -0.09 0.07 -0.5068
H -2.11 -0.17 1.06 0.1834
H -1.76 1.20 -0.03 0.1719
H -2.39 -0.25 -0.70 0.1876
H 0.53 1.40 -0.13 0.1618
H 2.71 0.67 0.04 0.2047
H 2.24 -1.08 0.07 0.1983
O -0.48 -0.47 -0.10 -0.5114
```

=====

No. 19
ORCA calculation (wB97M-V/def2-TZVPD) on a molecular structure, C3H6O.

The orbital gap is 9.43 eV. For the relative energy (zero: lowest compared OMol25 entry of this formula, charge and spin), the calculation gives 104.8 kcal per mole. Its charge is 0. Its spin multiplicity is 1.

Structure (XYZ):
```
10
Properties=species:S:1:pos:R:3:nbo_charge:R:1
C -1.30 0.19 0.14 -0.7308
C -0.26 -0.86 -0.19 0.1432
C 1.35 -0.02 -0.11 -0.2151
O 0.73 -0.85 0.83 -0.5339
H -2.05 -0.38 0.70 0.2495
H -1.79 0.59 -0.75 0.2235
H -0.96 1.01 0.79 0.2008
H 0.69 -0.34 -1.09 0.2471
H 2.34 -0.39 -0.39 0.2217
H 1.26 1.05 0.07 0.1941
```

=====

No. 20
ORCA calculation (wB97M-V/def2-TZVPD) on C3H6O2 in the gas phase in a non-equilibrium geometry.

The SMILES is OC[C@@H]1CO1. The orbital gap is 11.41 eV. For the relative energy (zero: lowest compared OMol25 entry of this formula, charge and spin), the calculation gives 71.3 kcal per mole. Its charge is 0. Its spin multiplicity is 1.

Structure (XYZ):
```
11
Properties=species:S:1:pos:R:3:nbo_charge:R:1
C 1.19 -0.05 0.16 -0.1163
C -0.14 -0.74 0.03 0.0262
C -1.37 -0.15 -0.74 -0.1354
H 0.45 1.58 0.91 0.4798
H 1.67 -0.36 1.14 0.1772
H 2.03 -0.16 -0.53 0.2055
H -0.10 -1.72 0.40 0.1906
H -2.41 -0.67 -0.94 0.2204
H -1.05 0.77 -1.22 0.2173
O 0.90 1.40 0.05 -0.7225
O -1.15 0.09 0.74 -0.5427
```